{"formula": "C5H11N5", "method": "ωB97M-V with the def2-TZVPD basis set", "elements": ["C", "C", "C", "C", "C", "N", "N", "N", "N", "N", "H", "H", "H", "H", "H", "H", "H", "H", "H", "H", "H"], "xyz": [[0.215884, 0.980150, -1.512535], [-0.131158, -1.893752, -0.981490], [-0.545905, 1.567253, 0.890614], [-0.309514, -0.814125, 0.137103], [0.247820, 0.619977, -0.067612], [-0.185114, 1.480479, -3.527163], [-0.565222, 1.698874, -2.285501], [1.014435, 0.243752, -2.344502], [0.786978, 0.689829, -3.648776], [1.696784, 0.667260, 0.392737], [-0.749119, -1.768214, -1.848355], [-0.437805, -2.932713, -0.538404], [0.965682, -1.987235, -1.153399], [-0.272419, 1.130219, 1.879671], [-0.237241, 2.599393, 0.887906], [-1.675701, 1.403050, 0.677289], [0.253975, -1.243969, 1.036984], [-1.431295, -0.729034, 0.462968], [1.567819, -0.603478, -2.239694], [1.727473, 0.339984, 1.408828], [1.917581, 1.578148, 0.447991]], "forces_ev_per_angstrom": [[0.8, -2.3, -1.2], [0.3, -1.6, 2.5], [-1.4, -2.2, -0.4], [-1.0, -1.1, 1.3], [0.3, 0.8, 1.6], [-0.2, 1.3, -2.1], [-0.2, 0.5, 1.9], [0.3, 1.4, -1.6], [-0.1, -1.7, 2.1], [-1.8, -4.8, 0.9], [0.1, 0.4, -0.6], [0.5, 1.9, -0.6], [-0.9, -0.1, -0.3], [-0.7, 0.5, -0.4], [0.0, 0.3, -0.3], [1.9, 0.8, 0.6], [-0.9, 0.7, -1.0], [2.0, -0.2, -0.7], [0.0, 0.9, 0.4], [-0.2, 0.4, -1.9], [1.3, 4.1, 0.0]], "nbo_charge": [0.326, -0.617, -0.602, -0.392, 0.048, -0.063, -0.304, -0.391, -0.052, -0.810, 0.223, 0.224, 0.193, 0.204, 0.222, 0.223, 0.211, 0.221, 0.436, 0.352, 0.347], "smiles": "CC[C@@](C)(N)c1nnn[nH]1", "max_force_ev_per_a": 5.1, "lumo_energy_ev": 0.73, "total_energy_ha": -470.82262, "e_above_lowest_ev": 1.5959, "e_homo_ev": -10.2}


{"formula": "C5H11N5O", "method": "ωB97M-V with the def2-TZVPD basis set", "elements": ["C", "C", "C", "C", "C", "N", "N", "N", "N", "N", "O", "H", "H", "H", "H", "H", "H", "H", "H", "H", "H", "H"], "xyz": [[0.700907, -0.961107, -1.553142], [-0.319398, -0.920923, -2.461126], [-1.941809, -1.664018, -0.845089], [0.235955, 1.534085, 1.183246], [0.433172, -1.460699, -0.255460], [-1.572349, -1.241225, -2.116478], [-0.844524, -1.763034, 0.043716], [-0.639124, 1.386461, 2.136996], [-0.020305, 2.131091, 0.049982], [1.386079, -1.651495, 0.652013], [-3.051714, -1.896514, -0.501603], [1.709568, -0.724846, -1.848388], [-0.144430, -0.633978, -3.489660], [-2.323268, -1.253243, -2.804017], [-1.080117, -2.216623, 0.923372], [-0.394929, 0.990983, 3.038302], [-1.570038, 1.792833, 2.080623], [0.704863, 2.323986, -0.629919], [-0.909660, 2.595386, -0.107777], [1.204284, -2.194961, 1.485280], [1.235624, 1.142416, 1.342818], [2.355006, -1.590696, 0.369919]], "forces_ev_per_angstrom": [[0.0, 0.0, 0.0], [0.5, 0.0, 0.3], [0.1, 0.2, 0.1], [0.3, 0.2, 0.1], [-0.1, -0.3, -0.6], [-0.4, -0.1, -0.3], [0.1, -0.1, 0.2], [-0.5, 0.0, 0.4], [-0.2, 0.3, -0.3], [0.0, 0.0, 0.2], [-0.2, -0.1, 0.0], [0.1, 0.0, 0.0], [-0.1, 0.0, 0.0], [0.1, 0.0, 0.1], [-0.1, 0.1, -0.1], [0.1, 0.0, -0.2], [0.2, -0.1, 0.0], [0.0, -0.1, 0.2], [0.1, 0.0, 0.0], [0.1, 0.0, 0.0], [-0.1, 0.0, 0.0], [-0.1, 0.0, 0.0]], "nbo_charge": [-0.428, 0.183, 0.778, 0.392, 0.511, -0.562, -0.587, -0.700, -0.707, -0.741, -0.482, 0.269, 0.268, 0.469, 0.451, 0.452, 0.438, 0.449, 0.435, 0.431, 0.239, 0.442], "max_force_ev_per_a": 0.7, "lumo_energy_ev": [-7.61, -7.61], "total_energy_ha": -545.61958, "charge": 2, "e_above_lowest_ev": 0.0000, "e_homo_ev": [-17.2, -17.2]}


{"formula": "C5H11N5O2", "method": "ωB97M-V with the def2-TZVPD basis set", "elements": ["C", "C", "C", "C", "C", "H", "H", "H", "H", "H", "H", "H", "H", "H", "H", "H", "N", "N", "N", "N", "N", "O", "O"], "xyz": [[0.778567, -1.350632, -1.743585], [1.253537, -1.570367, -0.300823], [2.729450, -1.180562, -0.013581], [-0.695110, -1.240678, 1.400304], [-2.358675, 2.336772, 0.496544], [1.497339, -1.685096, -2.487229], [0.633251, -0.270659, -1.890681], [-0.186531, -1.856730, -1.934055], [1.114077, -2.624173, -0.006032], [3.419251, -1.733592, -0.660122], [2.882834, -0.113807, -0.212015], [3.009848, -1.398102, 1.006553], [0.116484, 0.116192, 0.137312], [-0.347245, -2.115586, 1.999293], [-2.392669, 2.401467, 2.378613], [-0.454910, 3.208424, 0.743705], [0.280421, -0.799158, 0.542100], [-2.867380, 1.861599, -0.610196], [-1.820754, 1.689697, -1.438998], [-0.739449, 2.072024, -0.892077], [-1.030622, 2.469313, 0.357367], [-1.834513, -0.810955, 1.488756], [-2.987200, 2.594608, 1.638846]], "forces_ev_per_angstrom": [[-0.1, 0.1, 0.1], [-0.4, -0.4, 1.0], [-0.7, 0.2, -0.7], [0.1, -1.0, -0.7], [-0.4, -0.3, 0.0], [0.1, -0.2, 0.0], [0.0, -0.3, -0.1], [0.5, 0.3, 0.2], [0.1, 0.3, -0.2], [-0.2, 0.0, 0.0], [0.0, -0.1, 0.1], [-0.1, 0.0, 0.3], [-0.4, -0.2, 0.0], [-0.3, 0.2, -0.2], [-0.2, 0.0, -0.1], [0.0, -0.4, 0.2], [0.4, 0.7, 0.0], [-0.5, -0.1, 0.8], [0.1, 0.2, 0.0], [1.0, -0.2, -0.9], [0.2, 0.6, 0.0], [1.0, 0.5, 0.3], [-0.2, 0.1, 0.0]], "nbo_charge": [-0.620, -0.031, -0.615, 0.541, 0.614, 0.213, 0.217, 0.226, 0.195, 0.214, 0.207, 0.216, 0.387, 0.101, 0.500, 0.424, -0.651, -0.323, -0.033, -0.106, -0.433, -0.610, -0.633], "smiles": "Oc1nnn[nH]1.CC(C)NC=O", "max_force_ev_per_a": 1.4, "lumo_energy_ev": 0.31, "total_energy_ha": -621.33114, "e_above_lowest_ev": 2.9703, "e_homo_ev": -9.7}


{"formula": "C5H11N6O2", "method": "ωB97M-V with the def2-TZVPD basis set", "elements": ["C", "C", "C", "C", "C", "N", "N", "N", "N", "N", "N", "O", "O", "H", "H", "H", "H", "H", "H", "H", "H", "H", "H", "H"], "xyz": [[1.674001, 0.188939, -0.213075], [0.692081, -1.765815, 0.763373], [-0.164284, 1.213372, -1.222786], [0.101231, -1.163736, -1.532666], [-2.001993, -0.447492, -0.906297], [-3.107491, -0.519174, -0.470177], [-4.206217, -1.132199, -0.331029], [0.521631, 1.070480, 0.025356], [-0.186152, -2.682836, 0.786067], [0.996625, -1.136897, -0.437122], [-0.895766, -0.100912, -1.361681], [-3.459864, 1.636185, 2.808481], [-5.224792, -0.556242, -0.127579], [2.106902, 0.411193, -1.182428], [2.155252, 0.170994, 0.712552], [-3.522323, 2.085354, 3.568135], [1.447428, -1.368493, 1.571272], [-0.924520, 2.053545, -1.263355], [0.432662, 1.392233, -2.167969], [0.675760, -0.952035, -2.537373], [-0.301330, -2.265077, -1.613142], [0.874502, 1.833472, 0.677655], [-0.375704, -3.081242, 1.751416], [-3.937708, 0.792739, 2.853052]], "forces_ev_per_angstrom": [[-3.9, -1.5, -1.6], [0.9, -0.4, 0.6], [-1.8, 2.8, 0.3], [2.0, -3.2, -2.1], [-2.1, 1.0, 0.8], [4.3, 2.4, -0.7], [-4.1, -3.0, 0.3], [2.0, 1.5, 0.5], [-0.4, 0.2, 1.9], [1.9, 0.8, 0.6], [0.7, -0.4, -0.9], [0.5, -3.1, -5.0], [0.8, 0.4, 0.0], [1.2, 0.3, 0.4], [1.9, -0.2, 0.7], [-0.6, 2.3, 4.6], [-1.8, -1.1, -1.0], [0.7, -1.1, 0.5], [-0.3, -0.8, 1.0], [-1.1, -0.2, 1.9], [0.2, 2.4, 0.2], [-1.6, -0.5, -1.9], [0.7, 0.6, -1.6], [0.2, 0.7, 0.4]], "nbo_charge": [-0.049, 0.294, -0.057, -0.090, 0.779, -0.202, 0.302, -0.658, -0.712, -0.456, -0.395, -0.945, -0.178, 0.196, 0.224, 0.472, 0.175, 0.254, 0.222, 0.240, 0.295, 0.432, 0.384, 0.473], "max_force_ev_per_a": 5.9, "lumo_energy_ev": -5.06, "total_energy_ha": -675.65160, "charge": 1, "e_above_lowest_ev": 7.4531, "e_homo_ev": -13.1}


{"formula": "C5H11NO", "method": "ωB97M-V with the def2-TZVPD basis set", "elements": ["C", "C", "N", "C", "C", "C", "H", "H", "H", "H", "H", "H", "H", "H", "H", "H", "H", "O"], "xyz": [[-1.505856, 1.735072, -0.979479], [-0.508982, 0.898182, -1.240679], [0.834397, 1.100373, -0.877475], [1.626284, -0.112842, -0.602533], [0.786734, -2.000650, 0.803934], [1.205966, -0.755021, 0.684068], [-1.546262, 2.538933, -0.253152], [-2.486081, 1.578536, -1.420488], [-0.637946, 0.068206, -1.925716], [0.860478, 1.755338, -0.106455], [2.599292, 0.291671, -0.453984], [1.670296, -0.795530, -1.447224], [0.370324, -2.438459, 1.699083], [0.971214, -2.764678, 0.047206], [1.219518, -0.156106, 1.587706], [-1.717164, 0.437746, 1.590913], [-1.757466, -0.930493, 1.044699], [-1.984748, -0.450286, 1.849569]], "forces_ev_per_angstrom": [[-1.3, -0.2, 0.2], [0.8, 0.6, -0.4], [-1.0, -0.7, -0.1], [0.0, 0.9, 0.9], [0.4, -1.2, -0.1], [-0.3, -0.5, 0.0], [0.7, 0.1, -0.1], [0.2, -0.3, -0.1], [-0.1, 0.0, 0.0], [0.4, 0.1, 0.0], [1.2, 0.0, -0.1], [-0.3, 0.0, -0.1], [0.2, 0.3, 0.4], [-0.4, 0.4, -0.4], [-0.3, 0.4, -0.1], [-0.1, 0.2, 0.2], [0.0, -0.2, 0.1], [0.1, 0.1, -0.2]], "nbo_charge": [-0.522, 0.000, -0.592, -0.262, -0.396, -0.198, 0.196, 0.209, 0.191, 0.364, 0.205, 0.207, 0.208, 0.188, 0.202, 0.467, 0.470, -0.936], "smiles": "C=CCNC=C.O", "max_force_ev_per_a": 1.4, "lumo_energy_ev": 1.05, "total_energy_ha": -327.04122, "e_above_lowest_ev": 2.4524, "e_homo_ev": -8.6}


Number 2 is which compound?
C5H11N5O